Molecular formula: C14H15EuNSe
Method: DFT, the ωB97M-V functional and the def2-TZVPD basis

The spin multiplicity is 8. As for the charge: -2. Its calculated total energy is -3708.827996 a.u. For the LUMO energy (alpha / beta), the calculation gives 4.914 / 4.910 eV.

Each line ends with the Löwdin charge.
Cartesian coordinates (Å):
C  1.04  -1.20  -1.79  -0.21
C  -0.33  -1.25  -2.16  -0.22
C  -1.00  -2.17  -1.30  -0.29
C  0.00  -2.69  -0.36  -0.33
C  1.25  -2.07  -0.69  -0.27
Eu  -0.58  -0.36  0.61  1.33
C  -1.57  1.97  -0.67  -0.24
C  -0.10  2.17  -0.89  -0.69
C  0.68  2.51  -2.08  -0.14
N  0.68  1.45  -0.11  -0.27
H  -2.09  -2.31  -1.21  0.07
H  -0.79  -0.66  -2.95  0.08
H  -0.25  -3.24  0.56  0.06
H  2.19  -2.21  -0.19  0.06
H  1.78  -0.61  -2.28  0.07
H  -2.06  1.35  -1.42  -0.05
H  1.68  1.65  0.02  0.00
H  -1.99  2.31  0.31  -0.04
H  0.39  2.74  -3.10  -0.07
H  1.74  2.30  -1.77  -0.02
Se  -2.50  -1.14  2.87  0.37
C  -1.83  0.51  3.37  -0.85
C  -2.75  1.57  3.63  -0.18
C  -2.43  2.60  4.50  -0.13
C  -1.12  2.72  5.03  -0.14
C  -0.14  1.78  4.63  -0.13
C  -0.46  0.75  3.74  -0.18
H  -3.77  1.47  3.29  0.08
H  -3.21  3.30  4.85  0.09
H  -0.88  3.50  5.77  0.08
H  0.86  1.86  5.08  0.09
H  0.28  -0.02  3.50  0.07

---

Molecular formula: C31H61Cl3N3O2S2
Method: DFT, the ωB97M-V functional and the def2-TZVPD basis

As for the charge: +1. Its calculated total energy is -3709.067901 a.u. For the LUMO energy, the calculation gives -3.476 eV.

Each line ends with the Löwdin charge.
Cartesian coordinates (Å):
C  -1.53  2.53  4.53  -0.10
C  -1.95  3.65  3.51  -0.67
Cl  -2.70  5.10  4.22  0.77
C  -1.77  3.55  2.16  -0.82
Cl  -0.96  2.05  1.56  0.69
S  -2.25  4.74  0.88  1.13
C  -4.10  4.60  0.68  -0.29
C  -4.92  5.38  1.77  -0.28
C  -6.22  6.07  1.16  -0.21
C  -7.19  6.61  2.27  -0.25
S  -6.34  7.61  3.54  0.37
O  -5.98  6.73  4.66  -0.37
O  -5.22  8.37  3.01  -0.36
Cl  -7.73  8.98  4.23  0.40
C  -1.82  6.46  1.38  -0.39
C  -2.64  7.56  0.83  -0.08
C  -2.40  8.96  1.13  -0.04
C  -1.28  9.30  2.01  -0.03
C  -0.46  8.21  2.54  -0.04
C  -0.71  6.79  2.26  -0.08
H  -1.81  1.54  4.06  0.08
H  -0.46  2.58  4.82  0.10
H  -2.19  2.62  5.44  0.09
H  -4.31  5.12  -0.30  0.10
H  -4.38  3.53  0.55  0.12
H  -5.27  4.64  2.56  0.12
H  -4.36  6.18  2.31  0.05
H  -6.75  5.37  0.45  0.13
H  -5.83  6.93  0.53  0.12
H  -7.99  7.26  1.82  0.11
H  -7.66  5.71  2.76  0.13
H  -3.50  7.32  0.16  0.10
H  -3.09  9.72  0.69  0.12
H  -1.10  10.38  2.21  0.12
H  0.40  8.51  3.19  0.11
H  -0.04  6.01  2.68  0.11
C  5.36  -0.53  -1.54  -0.09
C  4.12  0.29  -1.21  -0.27
N  3.84  0.40  0.21  -0.19
C  2.53  0.96  0.50  -0.26
C  2.26  2.40  0.08  -0.10
C  4.93  0.91  1.04  -0.25
C  5.48  2.31  0.71  -0.08
H  5.29  -1.53  -1.11  0.08
H  5.45  -0.63  -2.62  0.07
H  6.27  -0.05  -1.18  0.07
H  3.27  -0.21  -1.69  0.11
H  4.21  1.28  -1.69  0.10
H  2.33  0.86  1.57  0.11
H  1.78  0.32  0.02  0.11
H  2.74  3.12  0.75  0.06
H  1.18  2.60  0.13  0.00
H  2.58  2.61  -0.94  0.07
H  5.76  0.20  0.99  0.10
H  4.63  0.90  2.09  0.11
H  5.61  2.46  -0.37  0.07
H  6.46  2.43  1.17  0.07
H  4.84  3.10  1.10  0.05
C  2.38  -3.85  -2.01  -0.09
C  3.19  -3.79  -3.30  -0.27
N  4.14  -4.88  -3.45  -0.19
C  5.09  -4.67  -4.54  -0.25
C  4.53  -4.62  -5.97  -0.09
C  3.59  -6.23  -3.35  -0.25
C  2.48  -6.62  -4.34  -0.08
H  3.03  -3.88  -1.13  0.08
H  1.75  -2.96  -1.93  0.06
H  1.72  -4.72  -1.99  0.05
H  3.75  -2.85  -3.28  0.11
H  2.50  -3.73  -4.15  0.10
H  5.86  -5.44  -4.49  0.11
H  5.61  -3.73  -4.35  0.11
H  4.27  -5.62  -6.33  0.06
H  5.29  -4.23  -6.64  0.07
H  3.65  -3.98  -6.05  0.07
H  3.20  -6.36  -2.34  0.10
H  4.40  -6.95  -3.42  0.12
H  1.74  -5.83  -4.47  0.07
H  1.96  -7.50  -3.97  0.07
H  2.89  -6.88  -5.31  0.05
C  -0.32  -7.75  -0.52  -0.09
C  -1.66  -7.32  0.08  -0.27
N  -1.55  -6.20  1.01  -0.20
C  -2.77  -5.97  1.77  -0.25
C  -4.03  -5.54  1.00  -0.09
C  -0.90  -5.01  0.49  -0.25
C  -1.51  -4.35  -0.75  -0.08
H  0.40  -8.00  0.26  0.08
H  -0.47  -8.64  -1.13  0.08
H  0.10  -6.98  -1.16  0.05
H  -2.06  -8.19  0.63  0.12
H  -2.36  -7.12  -0.73  0.10
H  -2.57  -5.23  2.55  0.11
H  -3.01  -6.89  2.31  0.11
H  -3.98  -4.50  0.69  0.05
H  -4.90  -5.64  1.64  0.07
H  -4.20  -6.16  0.11  0.07
H  0.14  -5.26  0.26  0.10
H  -0.83  -4.26  1.29  0.11
H  -1.80  -5.07  -1.51  0.07
H  -0.78  -3.68  -1.21  0.06
H  -2.38  -3.74  -0.50  0.05

---

Molecular formula: C4H3IN2
Method: DFT, the ωB97M-V functional and the def2-TZVPD basis

As for the charge: 0. Its calculated total energy is -561.172353 a.u. For the LUMO energy, the calculation gives -0.160 eV.

Each line ends with the Löwdin charge.
Cartesian coordinates (Å):
C  1.27  -0.03  -0.07  -0.09
C  1.38  1.29  0.18  -0.32
C  0.38  -0.64  0.73  -0.14
C  0.90  3.36  -1.42  -0.66
N  -0.45  -0.94  1.51  0.22
N  1.83  2.37  0.39  0.12
I  1.08  5.31  -0.95  0.67
H  1.83  0.01  -1.06  0.16
H  -0.18  3.16  -1.28  -0.12
H  -0.62  -1.36  2.47  0.15

---

Q: Which of these has the highest charge?
A: C31H61Cl3N3O2S2

---

Repeat the third record exactly.
Molecular formula: C4H3IN2
Method: DFT, the ωB97M-V functional and the def2-TZVPD basis

As for the charge: 0. Its calculated total energy is -561.172353 a.u. For the LUMO energy, the calculation gives -0.160 eV.

Each line ends with the Löwdin charge.
Cartesian coordinates (Å):
C  1.27  -0.03  -0.07  -0.09
C  1.38  1.29  0.18  -0.32
C  0.38  -0.64  0.73  -0.14
C  0.90  3.36  -1.42  -0.66
N  -0.45  -0.94  1.51  0.22
N  1.83  2.37  0.39  0.12
I  1.08  5.31  -0.95  0.67
H  1.83  0.01  -1.06  0.16
H  -0.18  3.16  -1.28  -0.12
H  -0.62  -1.36  2.47  0.15